Entry 1:
DFT (wB97M-V/def2-TZVPD) results for a molecular structure, CaH12NO9 at a distorted geometry.

Computed properties:
**Orbital gap**: 7.55 eV
**Energy relative to the best compared isomer or geometry (same formula, charge and spin)**: 0.505 eV
**Total charge**: +1
**E_tot**: -1416.5397 a.u.
**E_HOMO**: -11.317 eV

Atoms and positions in Å:
Ca: -3.699054 -8.416029 9.825517
N: -3.716106 -6.028972 7.337455
O: -4.049202 -6.655514 8.354874
O: -2.701988 -5.315054 7.340738
O: -4.456840 -5.997709 6.332078
O: -4.067275 -9.543324 7.541156
H: -4.438424 -9.048310 6.810789
H: -3.897125 -10.413159 7.179671
O: -3.565179 -10.088316 11.326321
H: -3.393002 -11.014227 11.155231
H: -3.280305 -9.954270 12.230262
O: -1.684449 -9.407155 9.078275
H: -1.640326 -10.280798 8.689646
H: -0.770481 -9.135399 9.162222
O: -4.694020 -7.236999 11.697149
H: -4.530487 -7.148139 12.636080
H: -5.560553 -6.851771 11.566953
O: -6.122762 -8.776679 9.527457
H: -6.127143 -8.122972 8.828265
H: -7.007913 -9.140971 9.520953
O: -1.946078 -7.010713 10.667623
H: -1.182490 -7.192108 11.215592
H: -2.146026 -6.089189 10.832093

Atomic forces in eV per Å
Ca -0.27 1.19 -1.41
N 0.61 3.56 -3.55
O -0.75 -2.16 2.42
O -0.18 -1.05 0.79
O 0.12 -1.18 1.12
O 0.13 -0.21 0.47
H -0.12 0.56 -0.29
H -0.01 -0.28 -0.12
O 0.03 -0.45 0.40
H 0.00 -0.41 -0.09
H 0.00 0.07 0.42
O 0.09 -0.21 0.19
H 0.00 -0.23 -0.28
H 0.29 0.33 -0.01
O 0.13 -0.10 -0.03
H 0.17 0.06 0.28
H -0.42 0.12 -0.19
O 0.32 0.14 0.29
H -0.13 0.50 -0.62
H -0.19 -0.27 0.16
O 0.05 -0.41 0.19
H 0.32 -0.08 0.12
H -0.19 0.51 -0.26

=====

Entry 2:
DFT (wB97M-V/def2-TZVPD) results for a molecular structure, CaH18O9 at a distorted geometry.

Computed properties:
**Orbital gap**: 12.18 eV
**Energy relative to the best compared isomer or geometry (same formula, charge and spin)**: 0.798 eV
**Total charge**: +2
**E_tot**: -1365.1911 a.u.
**E_HOMO**: -18.470 eV

Atoms and positions in Å:
Ca: 0.227786 0.107643 0.052821
O: 1.951786 -1.127357 -1.180179
H: 1.828786 -0.791357 -2.092179
H: 2.203786 -2.105357 -1.194179
O: 2.293786 0.387643 1.335821
H: 2.536786 1.112643 1.848821
H: 2.929786 -0.365357 1.516821
O: -0.357214 0.270643 2.344821
H: -0.930214 -0.350357 2.819821
H: 0.268786 0.512643 2.969821
O: -2.392214 -1.037357 0.629821
H: -2.438214 -1.956357 0.545821
H: -3.053214 -0.763357 1.258821
O: 0.498786 1.258643 -2.124179
H: 0.285786 1.044643 -3.023179
H: 0.283786 2.188643 -2.045179
O: 0.595786 2.565643 0.923821
H: 1.253786 3.158643 0.553821
H: -0.167214 3.177643 0.932821
O: -0.841214 -1.378357 -1.969179
H: -1.381214 -1.614357 -2.736179
H: -0.247214 -2.079357 -2.048179
O: 0.240786 -2.173357 0.830821
H: -0.400214 -2.658357 1.306821
H: 0.885786 -2.825357 0.466821
O: -1.742214 1.566643 -0.533179
H: -2.328214 2.151643 0.031821
H: -2.007214 1.722643 -1.424179

Atomic forces in eV per Å
Ca -0.66 0.18 0.02
O 0.11 -1.55 -0.26
H 0.51 -0.61 0.48
H -0.24 2.16 -0.51
O 0.23 -3.41 -1.27
H 0.88 1.90 1.46
H -0.94 1.54 -0.24
O -2.33 -1.06 -1.25
H -0.02 0.20 -0.29
H 2.05 0.96 1.82
O 1.02 2.18 0.05
H -0.50 -2.20 -0.29
H -0.55 0.01 0.25
O 0.26 0.04 0.70
H -0.15 -0.36 -0.85
H 0.14 0.44 0.06
O -0.61 0.62 -0.38
H 0.69 0.00 -0.05
H 0.17 -0.65 0.30
O -1.32 1.16 -0.48
H -0.70 0.67 0.12
H 1.99 -1.88 0.36
O 2.08 -0.02 -1.44
H -1.01 -0.92 0.91
H -0.89 0.56 0.69
O -0.56 1.06 2.16
H 0.86 -1.14 -1.02
H -0.52 0.11 -1.05

=====

Entry 3:
DFT (wB97M-V/def2-TZVPD) results for a molecular structure, Cd2N2O6Pb2 at a distorted geometry.

Computed properties:
**Orbital gap (alpha / beta)**: 7.80 / 7.77 eV
**Multiplicity**: 2
**Total charge**: +7
**E_tot**: -1277.2450 a.u.
**E_HOMO (alpha / beta)**: -35.875 / -35.875 eV

Atoms and positions in Å:
Cd: -2.255816 -0.532103 1.566227
Cd: -1.767586 -0.831883 -3.584203
Pb: 2.930594 1.645457 -0.601423
Pb: 0.915794 -3.808403 0.928337
N: 0.248444 -1.040563 -0.976323
O: -0.413556 -0.931033 -1.962743
O: -0.239086 -1.697153 -0.184013
O: 1.237334 -0.614523 -0.803303
N: -0.154666 2.010737 1.363627
O: -0.995416 2.712437 1.648807
O: -0.618056 0.923767 1.224137
O: 1.112014 2.163267 1.380867

Atomic forces in eV per Å
Cd -1.26 0.49 1.06
Cd -0.68 -0.17 -2.06
Pb 1.90 1.31 -0.21
Pb 1.04 -2.30 0.58
N -5.24 -0.55 -5.06
O -2.59 2.16 -6.23
O -6.11 -8.10 10.78
O 13.31 6.76 0.92
N 10.34 -0.57 0.64
O -5.39 8.10 2.21
O -1.86 -7.58 -1.89
O -3.46 0.46 -0.74

=====

Entry 4:
DFT (wB97M-V/def2-TZVPD) results for a molecular structure, Cd2N8O24 at a distorted geometry.

Computed properties:
**Orbital gap**: 7.47 eV
**Total charge**: -4
**E_tot**: -2578.2038 a.u.
**E_HOMO**: 1.249 eV

Atoms and positions in Å:
Cd: -19.510517 20.669012 -5.912625
Cd: -18.446695 15.834297 -6.393337
N: -20.178961 13.173933 -5.527902
O: -19.775023 12.236265 -6.232678
O: -20.828905 12.913249 -4.650833
O: -19.768306 14.267984 -5.908316
N: -16.838861 22.569228 -5.409935
O: -17.726035 21.795437 -5.659200
O: -15.835912 22.289653 -4.722837
O: -16.961181 23.707488 -5.785297
N: -18.293563 14.660224 -8.764704
O: -18.814187 15.716106 -8.454009
O: -18.803307 13.910549 -9.615677
O: -17.494162 14.226546 -7.928490
N: -21.048876 17.761101 -5.873062
O: -22.182100 17.280469 -5.887434
O: -20.870614 18.994420 -5.885656
O: -20.067301 17.009310 -5.830431
N: -20.700152 23.228902 -7.489731
O: -20.109161 24.121861 -6.856409
O: -21.439571 23.460889 -8.406670
O: -20.420931 22.069999 -7.139692
N: -19.562697 21.564836 -2.689746
O: -19.985430 21.205319 -3.820817
O: -19.690403 22.653215 -2.150451
O: -18.604307 21.008557 -2.216925
N: -17.566210 18.594383 -6.423325
O: -18.190998 19.336652 -7.156477
O: -17.220547 17.509657 -6.820480
O: -17.743972 18.857235 -5.277478
N: -17.280548 14.273222 -4.000357
O: -17.250516 15.013873 -4.919895
O: -16.551539 13.305043 -3.980546
O: -18.240513 14.275241 -3.251919

Atomic forces in eV per Å
Cd 0.86 -0.52 1.00
Cd 0.50 -0.53 0.77
N 5.66 -1.81 -7.38
O 0.74 -2.12 -1.72
O -6.26 0.10 8.40
O -1.37 2.38 0.87
N 2.10 1.83 1.76
O -0.83 -2.62 -0.35
O 0.15 -1.27 -0.01
O -0.05 2.96 -1.35
N -1.57 -3.87 1.35
O -1.87 3.36 -2.43
O 0.98 0.78 -1.05
O 2.19 -0.92 -0.46
N -0.46 -0.78 -0.01
O 0.15 0.56 -0.02
O -1.08 0.15 -0.05
O -0.75 1.04 0.49
N 2.79 1.76 2.49
O -0.72 0.56 -0.42
O -1.70 0.07 -1.82
O -1.39 -1.63 -1.30
N 4.70 1.42 -0.75
O -2.38 0.36 0.66
O -4.45 3.06 -0.22
O 1.68 -4.70 0.79
N -4.27 0.64 1.23
O -0.35 2.33 -5.19
O 3.64 -1.74 -1.61
O 1.89 -0.22 4.94
N -2.94 -4.40 1.77
O 2.50 4.24 -3.17
O 3.25 -1.63 0.49
O -1.32 1.18 2.28

=====

Entry 5:
DFT (wB97M-V/def2-TZVPD) results for a molecular structure, Cd3N4O12 at a distorted geometry.

Computed properties:
**Orbital gap**: 1.65 eV
**Total charge**: +2
**E_tot**: -1623.6154 a.u.
**E_HOMO**: -15.872 eV

Atoms and positions in Å:
Cd: 5.523266 6.701629 5.737647
Cd: 12.334638 3.640946 2.756917
Cd: 7.918273 5.139685 7.499498
N: 4.444655 4.166343 4.418664
O: 4.245433 5.185220 5.270838
O: 5.386821 3.447218 4.648991
O: 3.589240 4.013779 3.628863
N: 5.901507 8.727882 7.316536
O: 5.419716 7.679183 7.897487
O: 5.922686 9.762445 7.894824
O: 6.041662 8.616915 6.072432
N: 6.188174 4.328136 9.529957
O: 5.344217 5.345607 9.299418
O: 7.169773 3.805280 8.930765
O: 5.783298 3.458219 10.352566
N: 8.899779 7.170191 5.343634
O: 9.790545 7.482641 6.033044
O: 8.352187 6.013842 5.469732
O: 8.472973 7.867400 4.478490

Atomic forces in eV per Å
Cd -0.76 -0.76 -0.31
Cd 0.09 -0.01 -0.12
Cd 0.41 0.53 -0.89
N -0.40 0.50 1.69
O 0.30 -0.02 -0.22
O 0.88 -0.15 -0.18
O -0.56 -0.34 -1.24
N -3.18 0.76 2.68
O 1.27 -0.87 -0.69
O 1.16 0.05 -0.41
O 1.65 1.24 -1.85
N -7.67 -2.46 3.94
O 5.01 -2.87 -0.48
O 2.43 2.39 -2.76
O 0.53 2.92 -0.87
N -0.17 2.15 -1.40
O 2.86 0.09 2.99
O -2.47 -3.69 1.92
O -1.35 0.53 -1.78

=====

Entry 6:
DFT (wB97M-V/def2-TZVPD) results for a molecular structure, Cd4N3O9 at a distorted geometry.

Computed properties:
**Orbital gap**: 2.10 eV
**Energy relative to the best compared isomer or geometry (same formula, charge and spin)**: 3.355 eV
**Total charge**: +5
**E_tot**: -1509.0973 a.u.
**E_HOMO**: -23.700 eV

Atoms and positions in Å:
Cd: -1.669920 4.648570 -24.250540
Cd: -1.525490 1.431520 -19.845200
Cd: -0.680550 -0.379510 -25.619370
Cd: -4.866370 0.724420 -22.730160
N: -1.331160 1.587210 -23.076120
O: -2.153180 1.237540 -22.212730
O: -1.168160 2.852280 -23.281860
O: -1.043860 0.725530 -23.841350
N: 1.084430 5.239580 -25.402350
O: 0.451130 4.562280 -24.743060
O: 0.673140 6.241900 -25.975920
O: 2.258370 4.917220 -25.635500
N: -3.771320 0.405860 -25.783290
O: -4.406020 0.816070 -24.761650
O: -4.317020 0.697800 -26.894320
O: -2.645770 -0.104760 -25.812410

Atomic forces in eV per Å
Cd 0.47 1.97 -0.97
Cd 0.54 -0.02 0.86
Cd 1.76 -1.19 -1.31
Cd -0.58 -0.69 -0.70
N -2.69 3.64 -1.06
O -1.09 0.17 3.24
O 0.94 -3.16 1.08
O 2.57 -1.04 -1.36
N 7.32 7.25 -8.08
O -6.72 -6.81 6.90
O -0.40 -0.30 0.64
O -0.49 -0.08 0.58
N -3.21 2.31 -8.05
O 0.09 0.17 2.17
O 1.84 -1.41 4.59
O -0.34 -0.82 1.48

=====

What is the formula in the sixth record? Cd4N3O9